Record 1
Computed, not measured: a single C26H29N5O4 molecule in a non-equilibrium geometry, with wB97M-V/def2-TZVPD.

```
64
Properties=species:S:1:pos:R:3:forces:R:3:nbo_charge:R:1
C 5.542 -3.396 -6.793 -0.001 0.145 0.392 -0.634
C 6.200 -2.955 -5.493 0.308 0.076 -0.496 -0.073
H 6.875 -3.726 -5.113 -0.071 0.126 -0.018 0.187
H 6.750 -2.021 -5.647 -0.026 -0.200 0.075 0.199
O 5.238 -2.761 -4.460 -0.206 -0.095 0.246 -0.511
C 4.601 -1.580 -4.440 0.122 0.195 -0.192 0.790
O 4.824 -0.690 -5.228 -0.005 -0.114 0.038 -0.610
C 3.614 -1.489 -3.344 -0.187 -0.021 0.199 -0.208
C 2.891 -0.304 -3.200 0.154 -0.175 -0.068 -0.145
C 1.961 -0.176 -2.194 -0.046 -0.084 0.086 -0.268
C 1.728 -1.231 -1.306 0.389 -0.201 -0.327 0.266
C 2.450 -2.416 -1.449 -0.142 -0.121 0.231 -0.272
C 3.382 -2.539 -2.459 0.090 0.278 -0.252 -0.143
H 3.939 -3.456 -2.568 0.026 -0.073 0.013 0.231
H 2.269 -3.231 -0.769 0.007 -0.005 -0.010 0.254
N 0.790 -1.022 -0.305 -0.223 0.297 0.201 -0.643
C 0.259 -1.924 0.586 -0.007 0.063 -0.078 0.662
O 0.559 -3.104 0.592 0.108 -0.173 -0.026 -0.624
C -0.699 -1.326 1.536 -0.224 0.145 0.499 -0.203
C -1.565 -2.111 2.228 0.255 0.070 -0.337 0.290
N -2.441 -1.570 3.141 -0.161 -0.275 0.063 -0.581
C -2.335 -0.260 3.497 0.243 0.801 0.123 0.515
N -2.982 0.407 4.428 -0.339 -0.588 0.039 -0.522
C -2.448 1.654 4.334 0.319 -0.351 -0.205 0.336
N -1.519 1.763 3.411 0.358 0.829 -0.050 -0.310
N -1.443 0.529 2.879 -0.478 -0.835 0.650 -0.194
C -0.664 0.184 1.717 0.068 0.180 -0.272 -0.075
C -1.246 0.948 0.536 -0.050 0.213 -0.050 -0.071
C -0.645 2.122 0.100 -0.098 -0.174 0.007 -0.175
C -1.194 2.864 -0.936 -0.013 -0.041 -0.084 -0.019
C -2.366 2.410 -1.531 0.075 0.023 0.051 -0.197
C -2.976 1.248 -1.097 -0.078 -0.039 0.026 -0.187
C -2.422 0.515 -0.062 0.122 0.011 0.046 -0.217
H -2.898 -0.392 0.280 -0.043 -0.121 0.018 0.218
H -3.890 0.912 -1.562 -0.083 -0.029 -0.053 0.217
H -2.805 2.979 -2.337 -0.044 0.061 -0.108 0.213
C -0.552 4.137 -1.394 -0.048 0.061 0.008 -0.630
H 0.461 4.226 -1.011 0.069 0.049 -0.009 0.216
H -0.525 4.184 -2.481 0.044 0.054 -0.057 0.221
H -1.130 4.989 -1.037 0.023 0.109 -0.008 0.228
H 0.259 2.466 0.585 0.124 0.047 0.070 0.209
H 0.368 0.526 1.896 -0.191 -0.061 -0.070 0.223
C -2.922 2.794 5.157 -0.142 0.127 -0.089 -0.441
H -3.267 2.408 6.117 0.113 0.044 0.012 0.232
H -2.094 3.486 5.315 0.012 -0.009 0.101 0.223
C -4.076 3.520 4.455 0.160 0.093 -0.208 -0.409
H -4.496 4.264 5.139 -0.054 -0.005 -0.005 0.195
H -4.860 2.800 4.211 -0.055 0.036 0.010 0.214
C -3.617 4.213 3.172 0.166 -0.185 0.276 -0.065
O -4.683 4.794 2.457 -0.419 0.250 -0.105 -0.714
H -5.143 5.410 3.038 0.038 -0.048 -0.083 0.459
H -3.164 3.490 2.492 0.031 0.092 0.086 0.192
H -2.859 4.973 3.415 0.023 -0.118 -0.022 0.150
H -3.060 -2.159 3.674 0.079 0.042 -0.061 0.426
C -1.676 -3.591 2.078 0.014 -0.146 -0.042 -0.650
H -0.879 -4.078 2.637 0.001 -0.054 0.002 0.251
H -2.637 -3.941 2.450 -0.087 0.000 0.043 0.204
H -1.553 -3.888 1.040 -0.034 -0.039 0.054 0.260
H 0.366 -0.103 -0.331 0.049 -0.197 -0.034 0.414
H 1.400 0.743 -2.085 -0.062 0.098 0.006 0.210
H 3.078 0.503 -3.891 0.004 0.067 -0.046 0.237
H 4.887 -2.609 -7.160 -0.025 0.030 -0.069 0.224
H 4.955 -4.297 -6.631 -0.025 -0.098 -0.032 0.209
H 6.305 -3.596 -7.540 0.071 -0.039 -0.106 0.215
```
Forces are in eV/Å.

Calculated values
E_LUMO = 0.36 eV
Frontier orbital gap = 0.3213 Ha
SMILES = CCOC(=O)c1ccc(NC(=O)C2=C(C)Nc3nc(CCCO)nn3[C@@H]2c2cccc(C)c2)cc1
HOMO energy = -8.38 eV

Record 2
Computed, not measured: 2 unconnected molecules or ions with the total composition C26H29NO7S in a non-equilibrium geometry, with wB97M-V/def2-TZVPD.

```
64
Properties=species:S:1:pos:R:3:forces:R:3:nbo_charge:R:1
C 4.994 2.306 -1.805 -0.368 0.401 -0.667 -0.644
C 3.494 2.929 -2.078 0.538 -1.210 0.959 -0.522
S 2.643 1.737 -3.277 0.509 0.038 0.640 0.141
C 3.234 -0.024 -2.829 0.350 -0.189 0.039 -0.558
C 2.106 -1.088 -3.455 2.460 -0.085 1.323 0.057
C 2.882 -1.984 -4.587 -0.181 -0.043 -0.194 -0.450
C 3.780 -3.234 -3.959 -1.272 0.030 -2.041 -0.089
O 4.857 -2.795 -3.056 -1.423 -2.264 3.083 -0.550
C 4.687 -3.312 -1.689 -4.288 -0.657 3.368 0.790
C 6.015 -3.878 -0.849 -0.123 0.897 -0.070 -0.727
O 3.518 -3.371 -1.017 7.000 0.619 -5.041 -0.589
O 1.011 -0.248 -3.963 -2.841 -2.685 2.197 -0.522
C -0.300 -0.649 -3.433 -4.829 -1.829 -5.472 0.899
O -1.258 -0.948 -4.352 6.281 1.946 5.934 -0.558
N -0.709 -0.725 -1.980 2.552 -0.417 -0.548 -0.563
C 0.053 0.237 -1.096 1.450 0.269 1.673 -0.454
C -0.725 -2.139 -1.441 2.348 -3.813 2.319 0.705
C -2.062 -3.054 -1.857 0.996 0.522 -0.712 -0.722
O 0.207 -2.707 -0.668 -5.511 4.334 -4.547 -0.544
H 5.389 1.939 -2.869 -0.596 0.924 2.455 0.219
H 4.928 1.358 -1.096 0.212 2.222 -1.424 0.218
H 5.681 3.151 -1.369 -1.149 -1.876 -0.722 0.222
H 3.489 3.985 -2.583 0.074 -2.149 0.966 0.240
H 2.856 2.920 -1.084 1.407 0.316 -1.994 0.213
H 3.289 -0.128 -1.662 0.061 0.075 -2.306 0.230
H 4.294 -0.196 -3.350 -2.419 0.231 1.457 0.235
H 1.807 -1.800 -2.573 0.180 1.388 -1.699 0.239
H 3.621 -1.287 -5.168 -1.506 -1.270 0.955 0.220
H 2.103 -2.452 -5.357 1.688 0.958 1.697 0.243
H 3.058 -4.033 -3.499 1.580 1.652 -0.506 0.219
H 4.325 -3.721 -4.903 -1.114 1.030 2.175 0.204
H 7.011 -3.808 -1.481 -2.215 -0.195 1.322 0.239
H 6.098 -3.193 0.122 -0.173 -1.404 -2.257 0.254
H 5.823 -4.975 -0.436 0.174 2.421 -1.279 0.262
H 0.042 1.341 -1.502 -0.095 -2.477 0.554 0.249
H -0.415 0.229 0.001 0.802 -0.092 -2.569 0.227
H 1.179 -0.128 -0.940 -2.409 0.948 -0.407 0.213
H -2.898 -2.902 -1.049 1.788 -0.444 -1.475 0.241
H -2.491 -2.753 -2.914 0.994 -0.278 2.268 0.264
H -1.667 -4.152 -1.948 -0.935 2.115 0.587 0.248
C -3.561 -0.399 0.869 0.079 0.286 0.238 -0.196
C -4.540 -1.103 1.569 -0.051 0.243 0.306 -0.194
C -5.035 -0.600 2.774 0.097 -0.153 -0.290 -0.146
C -4.540 0.606 3.286 0.042 -0.443 -0.464 -0.148
C -3.544 1.297 2.598 -0.012 -0.447 -0.458 -0.053
C -3.061 0.800 1.380 -0.120 -0.288 -0.091 -0.175
C -2.979 2.544 3.153 1.032 0.716 -0.728 0.501
O -2.106 3.154 2.548 -0.491 -0.359 0.346 -0.527
C -3.475 3.040 4.453 0.037 0.440 0.510 -0.055
C -2.908 4.189 5.019 -0.107 0.131 0.302 -0.170
C -3.381 4.673 6.241 0.050 -0.219 -0.346 -0.195
C -4.424 4.018 6.894 -0.072 -0.291 -0.235 -0.194
C -4.987 2.870 6.335 0.139 0.255 0.129 -0.148
C -4.505 2.374 5.117 0.009 0.449 0.480 -0.153
C -5.082 1.139 4.551 -1.146 -0.738 0.730 0.542
O -5.996 0.560 5.128 0.587 0.370 -0.366 -0.525
H -3.182 -0.786 -0.074 -0.051 0.135 0.135 0.219
H -4.921 -2.043 1.177 0.045 0.173 0.087 0.220
H -5.803 -1.152 3.312 0.182 0.281 -0.015 0.241
H -2.293 1.341 0.831 -0.207 0.010 0.266 0.237
H -2.096 4.709 4.513 -0.229 -0.249 -0.017 0.239
H -2.936 5.563 6.681 -0.075 -0.168 -0.107 0.220
H -4.797 4.399 7.843 0.058 -0.089 -0.182 0.220
H -5.798 2.361 6.854 0.209 -0.004 -0.265 0.241
```
Forces are in eV/Å.

Calculated values
E_LUMO = -1.08 eV
Frontier orbital gap = 0.2703 Ha
SMILES = CCSC[C@H](CCOC(C)=O)OC(=O)N(C)C(C)=O.O=C1c2ccccc2C(=O)c2ccccc21
HOMO energy = -8.44 eV

Record 3
Computed, not measured: a molecular structure, C26H30AuN5SSe2, with wB97M-V/def2-TZVPD.

```
65
Properties=species:S:1:pos:R:3:forces:R:3:nbo_charge:R:1
Au -0.781 0.492 -0.289 -0.002 -0.049 -0.253 1.025
Se -1.931 2.813 1.820 0.023 0.026 -0.034 0.523
Se 0.073 2.110 2.619 -0.019 -0.024 0.022 0.593
C -0.457 0.312 3.081 0.002 -0.048 0.012 -0.035
C -0.373 -0.113 4.391 0.020 0.055 0.042 -0.213
C -0.667 -1.452 4.650 -0.008 -0.017 -0.046 -0.100
C -0.999 -2.277 3.591 0.010 0.028 0.022 -0.192
C -1.043 -1.745 2.306 -0.016 -0.049 -0.009 0.064
N -0.788 -0.463 2.042 -0.001 0.057 0.041 -0.551
C -1.233 3.733 0.268 0.014 0.004 -0.045 -0.032
C -1.247 5.108 0.188 -0.030 0.045 0.062 -0.212
C -0.775 5.688 -0.991 0.007 -0.039 -0.013 -0.095
C -0.330 4.862 -2.008 -0.015 -0.002 0.027 -0.188
C -0.368 3.483 -1.827 0.024 0.000 -0.082 0.051
N -0.813 2.915 -0.705 -0.061 -0.023 0.129 -0.547
H -0.099 0.564 5.189 0.003 0.000 0.001 0.273
H -0.627 -1.830 5.664 0.000 -0.001 0.004 0.279
H -1.221 -3.324 3.746 -0.004 -0.001 0.007 0.273
H -1.276 -2.378 1.458 0.002 0.005 -0.005 0.216
H -1.608 5.719 1.005 0.002 0.000 -0.001 0.274
H -0.760 6.764 -1.099 -0.001 0.004 -0.001 0.280
H 0.043 5.269 -2.938 0.002 0.008 0.000 0.277
H -0.035 2.814 -2.611 0.007 -0.001 0.004 0.225
N 1.244 0.261 -0.580 0.071 0.007 0.174 -0.969
S 2.294 -0.197 0.649 0.104 -0.048 -0.126 1.061
C 2.117 -1.959 0.713 0.007 0.006 0.095 -0.193
C 1.631 -2.704 -0.353 0.021 0.032 -0.063 -0.245
C 1.603 -4.085 -0.225 -0.009 -0.011 0.005 -0.190
C 2.058 -4.692 0.941 0.003 0.003 0.018 -0.145
C 2.541 -3.927 1.996 -0.022 -0.012 -0.020 -0.167
C 2.568 -2.545 1.892 -0.021 0.047 -0.003 -0.235
C 3.901 0.149 0.025 0.014 -0.021 -0.013 -0.231
C 4.450 -0.596 -1.020 -0.079 -0.054 0.001 -0.215
C 5.723 -0.276 -1.449 0.027 0.017 0.002 -0.174
C 6.430 0.757 -0.835 -0.017 -0.001 0.004 -0.113
C 5.873 1.482 0.211 0.022 -0.005 -0.017 -0.175
C 4.596 1.181 0.655 -0.037 0.029 0.046 -0.212
H 1.722 1.005 -1.091 -0.055 0.033 -0.013 0.406
H 1.314 -2.225 -1.270 -0.002 -0.001 0.006 0.235
H 1.252 -4.693 -1.048 0.004 -0.005 -0.002 0.251
H 2.049 -5.771 1.023 0.001 -0.002 -0.006 0.261
H 2.906 -4.406 2.895 0.009 0.001 0.003 0.259
H 2.958 -1.941 2.704 0.005 -0.001 0.002 0.242
H 3.905 -1.418 -1.468 0.015 0.001 -0.010 0.238
H 6.177 -0.839 -2.253 -0.004 -0.006 -0.002 0.261
H 7.433 0.987 -1.170 0.003 0.001 0.000 0.262
H 6.439 2.268 0.690 -0.002 0.004 0.004 0.259
H 4.160 1.722 1.485 0.003 0.001 0.002 0.231
N -5.069 -0.638 -2.796 -0.027 -0.007 -0.004 -0.494
C -5.110 0.581 -1.916 0.006 0.023 0.007 -0.252
C -3.697 1.014 -1.545 0.020 0.038 -0.004 -0.254
N -2.911 -0.060 -0.891 0.022 0.002 0.067 -0.678
C -2.889 -1.256 -1.774 -0.034 -0.015 -0.033 -0.260
C -4.282 -1.747 -2.153 0.031 -0.014 0.009 -0.252
H -4.672 -0.404 -3.712 -0.002 -0.003 0.003 0.446
H -6.025 -0.959 -2.985 0.007 0.002 -0.008 0.469
H -5.697 0.311 -1.037 -0.001 0.000 -0.003 0.242
H -5.633 1.374 -2.449 -0.001 -0.006 -0.003 0.275
H -3.765 1.873 -0.880 -0.011 -0.006 -0.004 0.244
H -3.146 1.335 -2.432 -0.002 -0.005 0.001 0.226
H -3.376 -0.312 -0.019 0.001 -0.003 -0.003 0.402
H -2.362 -2.068 -1.276 -0.016 -0.004 0.003 0.252
H -2.316 -0.998 -2.667 -0.002 0.003 0.003 0.229
H -4.852 -2.069 -1.281 -0.005 0.002 -0.004 0.241
H -4.224 -2.579 -2.853 0.000 0.001 0.003 0.276
```
Forces are in eV/Å.

Calculated values
Total charge = +4
E_LUMO (alpha / beta) = -11.75 / -14.43 eV
Spin multiplicity = 3
Frontier orbital gap (alpha / beta) = 0.2638 / 0.1643 Ha
HOMO energy (alpha / beta) = -18.92 / -18.90 eV

Record 4
Computed, not measured: a molecular structure, C26H30BBr4F4N4O2PdSe2 in a non-equilibrium geometry, with wB97M-V/def2-TZVPD.

```
74
Properties=species:S:1:pos:R:3:forces:R:3:mulliken_spin:R:1
Pd 1.453 0.832 -0.765 0.159 -0.097 -1.559 1.231
Br 2.589 -2.742 -6.679 -0.008 -0.008 -0.005 0.017
C 1.794 -1.926 -5.195 -0.233 -0.138 0.020 0.071
C 0.542 -2.437 -4.687 0.195 0.004 -0.125 0.114
Br -0.238 -3.939 -5.479 0.021 -0.016 -0.054 0.024
C -0.072 -1.837 -3.621 -0.099 0.194 0.105 0.011
Br -1.707 -2.438 -2.904 0.066 0.048 0.017 0.000
C 0.520 -0.717 -2.982 -0.114 -0.088 0.019 0.195
O -0.041 -0.103 -2.014 -0.129 -0.109 0.372 0.393
C 1.817 -0.246 -3.442 -0.118 -0.038 -0.103 0.100
O 2.354 0.711 -2.821 0.172 0.014 0.316 0.335
C 2.398 -0.860 -4.594 0.146 0.100 0.087 0.048
Br 4.039 -0.144 -5.168 -0.085 -0.005 0.030 0.004
F 3.003 -1.168 1.381 -0.096 -0.084 -0.455 0.018
B 3.295 -1.302 -0.016 0.128 -0.031 0.229 0.004
F 2.040 -1.537 -0.700 0.357 0.059 0.399 0.030
F 4.212 -2.274 -0.269 -0.298 0.231 0.047 0.002
F 3.731 -0.008 -0.468 -0.042 -0.061 0.257 0.018
C -1.496 -0.243 4.764 0.119 -0.033 -0.021 -0.022
C -0.180 -0.969 5.074 -0.156 0.005 -0.112 0.006
C -0.050 -2.356 4.430 -0.045 0.119 -0.028 -0.002
C 0.446 -2.352 2.987 -0.404 0.019 0.061 0.006
N -0.567 -1.815 2.055 0.498 -0.260 -0.071 0.050
C -0.558 -0.642 1.413 -0.247 0.036 0.181 -0.109
Se 0.790 0.674 1.573 -0.245 -0.128 0.290 0.945
N -1.685 -0.511 0.700 -0.140 0.090 -0.389 0.016
C -2.175 0.714 0.033 -0.186 -0.175 0.401 -0.002
C -2.653 1.748 1.049 0.001 -0.108 0.062 0.014
C -3.863 1.324 1.882 -0.036 -0.014 -0.104 0.004
C -5.159 1.264 1.074 0.010 -0.004 0.003 0.002
C -2.418 -1.685 0.829 -0.090 0.269 -0.131 0.016
C -3.629 -2.089 0.266 -0.019 0.027 -0.049 -0.004
C -4.081 -3.341 0.614 0.017 -0.045 0.012 0.010
C -3.357 -4.174 1.495 -0.108 0.001 -0.057 0.012
C -2.158 -3.779 2.038 0.096 -0.084 0.022 -0.004
C -1.702 -2.511 1.678 0.060 -0.008 0.277 0.027
H -1.597 0.657 5.373 0.019 -0.045 -0.026 0.001
H -2.353 -0.886 4.979 0.025 0.021 -0.001 0.000
H -1.573 0.070 3.717 0.004 -0.043 0.082 0.019
H -0.100 -1.088 6.156 -0.007 0.010 -0.018 0.000
H 0.671 -0.350 4.771 0.010 0.002 0.054 0.005
H -1.013 -2.874 4.493 0.079 -0.040 0.024 0.000
H 0.668 -2.958 4.988 0.008 0.011 0.032 -0.001
H 0.687 -3.358 2.651 -0.023 -0.051 -0.087 0.001
H 1.344 -1.764 2.880 0.276 0.187 -0.085 -0.003
H -2.972 0.406 -0.638 -0.017 -0.069 -0.015 0.001
H -1.387 1.108 -0.581 0.385 0.070 -0.253 -0.010
H -2.886 2.661 0.495 0.020 0.009 0.025 -0.003
H -1.815 1.992 1.714 -0.018 0.035 -0.043 0.005
H -3.983 2.038 2.699 0.017 -0.009 -0.007 0.000
H -3.669 0.352 2.352 -0.022 0.056 0.025 0.001
H -5.307 2.188 0.508 -0.004 -0.047 0.045 0.000
H -6.021 1.136 1.730 0.046 -0.021 -0.034 0.000
H -5.170 0.432 0.365 0.016 0.077 0.028 0.000
H -4.177 -1.467 -0.431 0.038 -0.050 0.082 -0.001
H -5.011 -3.702 0.193 0.049 0.008 0.042 0.001
H -3.756 -5.149 1.746 0.017 0.047 -0.041 0.001
H -1.596 -4.423 2.704 -0.053 0.057 -0.061 -0.001
C 3.598 3.426 0.210 0.060 0.056 -0.138 0.018
N 3.658 3.609 -1.236 0.212 0.061 0.228 0.015
C 4.824 3.871 -1.936 -0.166 -0.101 0.293 0.007
C 4.491 3.941 -3.237 -0.260 -0.099 -0.217 0.009
N 3.130 3.711 -3.315 -0.068 0.071 -0.536 0.019
C 2.382 3.617 -4.575 0.253 0.032 0.144 -0.005
C 2.625 3.507 -2.091 0.266 -0.039 -0.177 0.000
Se 0.827 3.123 -1.714 0.063 0.257 0.512 0.346
H 4.377 4.028 0.668 0.015 0.035 0.000 0.001
H 3.766 2.382 0.461 -0.005 -0.140 0.009 -0.013
H 2.630 3.761 0.566 -0.110 0.019 0.029 -0.002
H 5.779 3.976 -1.446 -0.135 -0.011 -0.011 0.001
H 5.098 4.119 -4.110 -0.125 -0.010 0.086 0.002
H 2.718 4.407 -5.241 0.015 0.001 0.013 -0.002
H 1.325 3.736 -4.373 -0.063 0.022 0.046 0.004
H 2.558 2.644 -5.026 0.036 -0.058 0.009 0.003
```
Forces are in eV/Å.

Calculated values
Total charge = +1
E_LUMO (alpha / beta) = -2.62 / -6.13 eV
Spin multiplicity = 5
Frontier orbital gap (alpha / beta) = 0.2780 / 0.1712 Ha
HOMO energy (alpha / beta) = -10.19 / -10.78 eV

Number 1: E_tot -1582.9763 a.u.. Number 2: E_tot -1987.4919 a.u.. Number 3: E_tot -6617.7461 a.u.. Number 4: E_tot -17029.3732 a.u..